Here is a molecular structure, CH5N3O2 at a distorted geometry from OMol25. Energies are from wB97M-V/def2-TZVPD.

Its LUMO energy (spin up / spin down) is -0.30 / -0.30 eV. The calculation puts the HOMO energy (spin up / spin down) at -9.059 / -9.082 eV. Its HOMO-LUMO gap (spin up / spin down) is 8.76 / 8.78 eV. The calculation puts the energy at -355.5201 Eh.

Geometry as XYZ:
```
11
Properties=species:S:1:pos:R:3:forces:R:3
C 1.544002 0.000894 -0.178247 -3.5 -2.0 -2.3
N 0.409192 0.538893 0.609956 0.7 -0.4 0.6
N -1.409842 -0.870692 0.017212 0.2 0.9 -0.2
N -0.894347 0.271039 0.339247 -3.3 3.1 -1.9
O -2.546143 -1.052225 -0.439345 0.0 0.7 0.3
O -1.935493 1.692664 -0.040001 2.7 -3.4 1.0
H 1.292168 0.192161 -1.326506 1.0 -0.3 2.2
H 2.297577 0.610410 0.239733 1.6 -0.1 -0.2
H 1.589935 -1.154493 -0.046677 0.6 2.2 0.0
H 0.602374 1.544972 0.732550 -1.5 -0.8 0.0
H -0.949418 -1.773626 0.092076 1.4 0.2 0.5
```
Positions in Å, forces in eV/Å.